(1)
8
Properties=species:S:1:pos:R:3 method="wB97M-V/def2-TZVPD" e_above_lowest_kcal_mol=16.4 homo_energy_ev=-3.19 mol_weight_g_mol=140.23 total_energy_ev=-37114.0722 charge=-1
C -3.057 0.394 0.375
N 0.518 -0.421 0.281
O -3.903 0.068 1.078
S -2.293 1.718 -0.179
S -2.210 -1.430 -0.721
S -0.636 -1.765 0.315
H 1.024 -0.337 -0.620
H 0.059 0.569 0.418



(2)
49
Properties=species:S:1:pos:R:3 method="wB97M-V/def2-TZVPD" e_above_lowest_kcal_mol=12.7 smiles="O=C(NCc1ccccn1)c1cc(S(=O)(=O)N2CCCCCC2)ccc1Cl" homo_energy_ev=-9.20 mol_weight_g_mol=407.92 total_energy_ev=-54030.8520
O -0.129 2.349 -1.121
C 0.624 2.033 -0.228
N 1.422 2.891 0.441
C 1.316 4.329 0.307
C 0.942 4.950 1.630
C 1.803 4.877 2.721
C 1.396 5.422 3.927
C 0.150 6.025 4.000
C -0.628 6.054 2.852
N -0.246 5.529 1.702
C 0.788 0.599 0.202
C 1.102 -0.356 -0.759
C 1.206 -1.687 -0.410
S 1.591 -2.910 -1.676
O 2.181 -2.217 -2.782
O 2.326 -3.957 -1.027
N 0.142 -3.521 -2.149
C -0.379 -4.699 -1.507
C -1.848 -4.589 -1.079
C -2.271 -3.188 -0.631
C -2.700 -2.298 -1.798
C -1.540 -1.760 -2.633
C -0.608 -2.846 -3.177
C 0.996 -2.097 0.894
C 0.667 -1.163 1.861
C 0.563 0.177 1.511
Cl 0.123 1.322 2.734
H 1.992 2.543 1.196
H 0.533 4.530 -0.427
H 2.269 4.737 -0.047
H 2.773 4.409 2.626
H 2.040 5.379 4.794
H -0.206 6.461 4.920
H -1.607 6.516 2.849
H 1.284 -0.058 -1.780
H 0.264 -4.872 -0.643
H -0.266 -5.563 -2.177
H -2.006 -5.300 -0.266
H -2.492 -4.896 -1.905
H -1.460 -2.710 -0.078
H -3.121 -3.288 0.048
H -3.255 -1.443 -1.405
H -3.381 -2.862 -2.440
H -0.956 -1.065 -2.029
H -1.944 -1.202 -3.479
H -1.175 -3.591 -3.743
H 0.128 -2.388 -3.842
H 1.107 -3.140 1.142
H 0.490 -1.464 2.882